Record 1
Entry from the Open Molecules 2025 dataset: one molecule with the formula C7H11N3O2 (the ωB97M-V functional and the def2-TZVPD basis).

Values from the calculation:
**Energy above the lowest of the compared OMol25 structures with the same formula, charge and spin**: 496.1 kJ/mol
**Gap between HOMO and LUMO (alpha / beta)**: 7.12 / 7.12 eV
**HOMO level (alpha / beta)**: -6.5993 / -6.5996 eV

Atoms and positions in Å:
C: 1.625 -2.017 -1.523
C: 2.806 -1.566 -0.989
C: -1.889 0.748 1.243
C: -2.060 1.088 -0.210
C: -0.737 -0.201 1.494
C: -0.907 1.495 -1.132
C: 0.551 0.312 0.855
N: 0.601 -1.306 -0.893
N: 2.528 -0.582 -0.098
N: 1.229 -0.470 0.022
O: -0.499 0.619 -1.908
O: 1.210 1.050 1.851
H: 1.370 -2.530 -2.390
H: 3.805 -1.777 -1.093
H: -1.611 1.623 1.730
H: -2.888 0.331 1.583
H: -2.289 0.007 -0.642
H: -2.903 1.726 -0.484
H: -0.508 -0.314 2.527
H: -1.201 -1.111 1.001
H: -0.479 2.531 -0.973
H: 0.106 -0.699 -1.574
H: 2.140 1.041 1.606

Record 2
Entry from the Open Molecules 2025 dataset: a 2-piece molecular cluster, C7H11N3O2 overall (the ωB97M-V functional and the def2-TZVPD basis).

Values from the calculation:
**Energy above the lowest of the compared OMol25 structures with the same formula, charge and spin**: 207.2 kJ/mol
**SMILES string**: N#CC(O)C#N.CC(C)NC=O
**Gap between HOMO and LUMO**: 9.54 eV
**HOMO level**: -9.4600 eV

Atoms and positions in Å:
N: -1.407 1.250 -0.018
C: -2.185 0.439 -0.241
C: -3.405 -0.398 -0.189
O: -3.432 -1.294 0.874
C: -4.509 0.639 -0.218
N: -5.093 1.652 -0.233
H: -3.431 -1.021 -1.087
H: -3.171 -0.841 1.683
C: 3.220 -0.836 -0.035
C: 1.831 -0.245 -0.292
C: 0.729 -1.282 -0.122
N: 1.474 0.945 0.480
C: 1.459 2.225 0.009
O: 0.776 3.140 0.440
H: 3.387 -1.661 -0.740
H: 3.325 -1.207 0.992
H: 4.007 -0.088 -0.215
H: 1.837 0.063 -1.353
H: 1.021 -2.235 -0.603
H: 0.506 -1.461 0.940
H: -0.189 -0.949 -0.595
H: 1.214 0.836 1.456
H: 2.037 2.331 -0.935

Record 3
Entry from the Open Molecules 2025 dataset: one molecule with the formula C7H11N5O (the ωB97M-V functional and the def2-TZVPD basis).

Values from the calculation:
**Energy above the lowest of the compared OMol25 structures with the same formula, charge and spin**: 244.4 kJ/mol
**SMILES string**: C[C@@H](C=O)NNc1cc(N)ncn1
**Gap between HOMO and LUMO**: 9.51 eV
**HOMO level**: -8.7837 eV

Atoms and positions in Å:
C: -3.501 -0.194 0.371
C: -2.180 -0.606 -0.289
C: -1.570 0.564 -1.107
O: -2.130 1.639 -1.122
N: -1.280 -0.880 0.818
N: -0.082 -1.496 0.736
C: 1.121 -0.986 0.311
C: 1.139 0.458 0.251
C: 2.374 0.984 -0.215
N: 2.647 2.338 -0.311
N: 3.379 0.082 -0.524
C: 3.230 -1.176 -0.479
N: 2.133 -1.765 -0.040
H: -3.615 -0.868 1.186
H: -4.431 -0.230 -0.241
H: -3.432 0.761 0.814
H: -2.376 -1.615 -0.844
H: -0.483 0.485 -1.353
H: -1.179 0.048 1.303
H: -0.101 -2.512 0.843
H: 0.423 1.166 0.557
H: 2.172 2.871 0.414
H: 3.642 2.636 -0.403
H: 4.098 -1.704 -0.678

Record 4
Entry from the Open Molecules 2025 dataset: a 2-piece molecular cluster, C7H11N6S2 overall (the ωB97M-V functional and the def2-TZVPD basis).

Values from the calculation:
**Net charge**: +1
**Gap between HOMO and LUMO**: 7.37 eV
**HOMO level**: -11.4999 eV

Atoms and positions in Å:
C: -3.182 1.135 -0.525
C: -3.308 -0.176 -0.291
C: -1.945 1.753 -0.526
C: -1.074 -0.357 -0.085
C: 0.542 -1.655 1.179
C: 0.963 -1.144 -1.089
C: -0.427 -1.793 2.286
N: -2.291 -0.952 -0.033
N: -0.878 0.929 -0.280
N: 3.774 0.946 -0.542
N: 0.167 -1.127 -0.039
N: 2.554 0.841 -0.304
N: 1.667 1.558 -0.754
S: 2.132 -2.056 1.415
S: 0.488 -0.732 -2.557
H: -4.048 1.718 -0.892
H: -4.221 -0.717 -0.319
H: -1.696 2.859 -0.675
H: -0.001 -2.033 3.211
H: -0.991 -0.701 2.479
H: -1.199 -2.544 2.122
H: 4.454 0.352 0.110
H: 4.172 1.716 -1.077
H: 1.716 2.518 -1.186
H: 1.942 -1.562 -1.090
H: 0.688 1.224 -0.538

Record 5
Entry from the Open Molecules 2025 dataset: one molecule with the formula C7H11NO (the ωB97M-V functional and the def2-TZVPD basis).

Values from the calculation:
**Energy above the lowest of the compared OMol25 structures with the same formula, charge and spin**: 250.0 kJ/mol
**SMILES string**: C=C[C@@]1(C)CC(=O)N1C
**Gap between HOMO and LUMO**: 10.10 eV
**HOMO level**: -9.3054 eV

Atoms and positions in Å:
C: 2.397 0.493 -0.960
C: 1.080 0.210 -1.106
C: 0.067 0.356 0.029
C: 0.739 0.261 1.362
C: -1.049 1.548 -0.212
C: -2.012 0.318 -0.131
O: -3.208 0.281 -0.099
N: -1.068 -0.606 -0.089
C: -1.079 -2.055 0.062
H: 3.174 0.546 -1.668
H: 2.706 0.703 -0.044
H: 0.791 -0.105 -2.146
H: 0.043 0.284 2.272
H: 1.505 1.067 1.388
H: 1.120 -0.820 1.592
H: -0.780 2.170 -1.053
H: -1.361 2.292 0.624
H: -0.411 -2.282 -0.776
H: -0.586 -2.235 1.069
H: -2.068 -2.424 -0.113

Record 6
Entry from the Open Molecules 2025 dataset: one molecule with the formula C7H11NO (the ωB97M-V functional and the def2-TZVPD basis).

Values from the calculation:
**Energy above the lowest of the compared OMol25 structures with the same formula, charge and spin**: 508.6 kJ/mol
**Gap between HOMO and LUMO (alpha / beta)**: 7.97 / 8.07 eV
**HOMO level (alpha / beta)**: -7.1229 / -7.0906 eV

Atoms and positions in Å:
C: -1.553 -0.376 -0.228
C: 1.256 0.279 0.962
C: 1.297 -1.239 0.967
C: 0.600 -0.858 -1.062
C: 0.400 0.587 -0.245
C: -2.842 -0.971 -0.142
C: 0.896 1.844 -1.007
N: -0.972 0.658 0.042
O: 1.469 -1.572 -0.384
H: 0.996 0.752 1.873
H: 2.301 0.697 0.696
H: 2.130 -1.698 1.466
H: 0.407 -1.655 1.460
H: 0.851 -0.885 -2.066
H: -2.985 -1.491 0.893
H: -2.680 -1.846 -0.807
H: -3.760 -0.530 -0.490
H: 0.502 2.887 -0.518
H: 0.340 1.997 -1.889
H: 1.931 1.818 -1.179

The max |F| results, record by record, are as follows: 4.2, 2.7, 5.1, 4.6, 4.3, 4.6 eV Å⁻¹.